ORCA calculation (wB97M-V/def2-TZVPD) on a 21-piece molecular cluster, C21H84N42O21 overall.

## Properties
* HOMO-LUMO gap: 0.329 hartree
* LUMO level: -0.21 eV
* relative energy (zero: lowest compared OMol25 entry of this formula, charge and spin): 65.0 kcal per mole

Atoms and positions in Å:
O -23.077 -14.760 8.991
O -13.080 -12.074 8.433
O -26.001 -17.954 7.960
O -28.832 -14.011 6.880
O -22.932 -10.964 5.848
O -18.981 -17.650 5.767
O -14.025 -18.338 6.548
O -25.263 -11.861 13.664
O -25.426 -22.361 9.909
O -21.642 -11.932 12.269
O -20.178 -12.871 4.631
O -24.083 -16.271 13.910
O -24.590 -14.392 4.379
O -22.145 -17.360 7.203
O -17.311 -14.693 10.408
O -19.931 -10.328 8.655
O -21.590 -20.836 15.434
O -18.903 -19.345 10.362
O -18.844 -10.563 12.671
O -19.829 -15.938 14.003
O -26.440 -12.431 9.011
N -20.165 -13.578 14.338
N -25.779 -20.954 8.084
N -20.943 -18.710 15.082
N -19.059 -11.936 7.137
N -21.045 -11.316 3.144
N -24.746 -12.244 10.554
N -21.623 -10.057 10.992
N -17.941 -12.538 10.052
N -24.199 -16.510 5.233
N -19.869 -10.015 6.338
N -27.337 -16.391 7.060
N -21.051 -14.691 12.559
N -25.215 -11.468 6.051
N -29.680 -12.075 5.899
N -14.710 -13.590 8.043
N -18.027 -13.361 12.131
N -25.710 -13.883 14.833
N -26.607 -20.423 10.187
N -18.061 -8.303 12.946
N -16.899 -18.203 10.586
N -19.848 -16.088 4.142
N -25.381 -15.796 8.094
N -23.570 -13.477 14.068
N -29.421 -12.193 8.257
N -15.535 -17.115 5.229
N -22.455 -12.744 8.127
N -13.730 -12.421 6.336
N -24.133 -10.000 7.570
N -23.296 -19.081 8.427
N -23.075 -17.588 12.266
N -21.125 -20.390 13.354
N -20.867 -13.921 9.342
N -16.137 -18.074 7.408
N -21.294 -19.480 7.377
N -19.079 -12.384 2.675
N -22.968 -10.183 12.881
N -22.707 -14.743 5.740
N -19.118 -9.568 14.740
N -19.422 -15.383 6.233
N -18.912 -16.943 10.169
N -26.979 -12.596 11.248
N -24.166 -15.593 11.707
C -18.318 -18.278 10.396
C -22.263 -18.569 7.572
C -18.653 -9.564 13.388
C -13.767 -12.651 7.649
C -24.887 -12.949 14.213
C -19.342 -16.501 5.427
C -15.177 -17.906 6.413
C -23.871 -15.168 5.020
C -19.663 -10.722 7.491
C -26.254 -16.776 7.738
C -24.012 -10.744 6.390
C -22.124 -13.916 8.798
C -21.254 -19.999 14.689
C -17.691 -13.637 10.886
C -29.255 -12.828 6.984
C -22.041 -10.809 12.054
C -26.076 -12.425 10.183
C -20.122 -12.298 3.519
C -20.300 -14.856 13.769
C -23.807 -16.470 12.716
C -25.924 -21.334 9.441
H -20.888 -18.542 16.053
H -20.092 -15.156 3.873
H -23.687 -17.070 5.839
H -20.449 -19.995 12.738
H -27.517 -15.422 6.855
H -20.909 -10.972 2.185
H -21.804 -9.072 11.082
H -25.068 -16.891 4.903
H -21.291 -21.403 13.325
H -27.610 -13.367 11.044
H -20.876 -10.447 10.404
H -26.606 -20.566 11.190
H -21.996 -11.323 3.467
H -26.953 -19.584 9.777
H -24.239 -18.654 8.281
H -29.826 -12.439 4.987
H -17.833 -8.231 11.948
H -19.418 -16.547 3.378
H -16.452 -17.292 10.636
H -20.572 -9.317 6.281
H -19.844 -16.798 10.467
H -25.096 -10.061 7.972
H -12.821 -12.152 6.031
H -19.763 -10.340 14.941
H -19.076 -12.599 7.908
H -28.134 -17.005 7.104
H -19.443 -8.670 15.075
H -18.308 -16.218 10.465
H -19.433 -15.462 7.258
H -18.281 -12.982 2.862
H -20.442 -13.005 9.364
H -26.290 -20.179 7.707
H -20.433 -19.050 7.085
H -20.153 -12.731 13.833
H -23.269 -12.810 7.518
H -19.010 -12.268 6.197
H -14.683 -13.923 9.008
H -24.003 -12.038 9.888
H -25.506 -21.690 7.468
H -19.733 -13.608 15.238
H -19.639 -14.505 5.835
H -21.203 -20.235 7.998
H -26.619 -13.792 14.436
H -21.354 -13.767 12.228
H -29.422 -11.181 8.404
H -14.094 -13.128 5.735
H -24.520 -14.682 11.848
H -20.604 -18.041 14.401
H -23.408 -14.305 14.619
H -21.753 -12.226 7.616
H -15.848 -18.452 8.275
H -22.523 -18.102 12.946
H -22.373 -15.243 6.515
H -23.564 -10.855 13.356
H -14.764 -16.978 4.612
H -22.787 -12.955 13.708
H -16.871 -17.399 7.434
H -25.552 -11.815 6.961
H -17.557 -7.812 13.662
H -20.035 -10.505 5.452
H -16.426 -17.323 4.792
H -23.270 -10.011 8.150
H -23.620 -15.565 10.826
H -23.575 -9.391 12.596
H -20.562 -14.651 9.980
H -19.340 -12.101 1.771
H -26.562 -12.559 12.182
H -23.420 -20.088 8.390
H -21.301 -15.413 11.892
H -24.439 -16.107 8.278
H -25.420 -14.823 14.685
H -17.244 -12.412 9.310
H -28.807 -12.675 8.884
H -18.301 -11.745 10.545
H -30.217 -11.236 6.064
H -25.581 -14.819 8.226
H -22.330 -13.780 5.719
H -24.423 -12.228 11.501
H -23.060 -17.924 11.291
H -16.592 -18.845 11.304
H -18.553 -12.506 12.272
H -24.976 -12.184 5.358
H -14.886 -14.344 7.374
H -18.323 -14.198 12.645

ORCA calculation (wB97M-V/def2-TZVPD) on C22H10BrF5IrN2O as an isolated structure.

## Properties
* HOMO-LUMO gap: 0.255 hartree
* LUMO level: -4.61 eV
* charge: +1
* relative energy (zero: lowest compared OMol25 entry of this formula, charge and spin): 19.0 kcal per mole

Atoms and positions in Å:
Ir 1.060 -1.394 0.027
Br 4.187 2.556 -5.339
F -5.035 -1.077 -0.250
F -1.196 -3.383 1.112
F -3.851 -3.041 1.217
F -0.888 0.160 -2.004
F -3.515 0.488 -1.868
O 2.723 -1.327 -1.008
N 0.294 -0.991 1.914
N 1.016 0.546 -0.039
C -1.747 -2.402 0.366
C 3.766 1.395 -3.920
C 2.493 0.853 -1.956
C 4.399 0.145 -3.840
C 0.044 1.107 0.857
C -0.321 0.236 1.902
C -0.946 -1.545 3.877
C -0.008 -1.841 2.878
C -1.596 -0.344 3.850
C -0.588 2.314 0.735
C -1.576 -0.655 -1.183
C -2.948 -0.469 -1.141
C -1.939 1.848 2.689
C -1.297 0.597 2.838
C -3.120 -2.258 0.432
C -0.917 -1.593 -0.399
C 1.567 1.271 -0.968
C -3.726 -1.263 -0.318
C 3.073 -0.436 -1.927
C 2.854 1.765 -2.971
C 4.073 -0.752 -2.849
C -1.590 2.676 1.660
H 2.396 2.745 -3.003
H -2.719 2.127 3.386
H 1.298 2.321 -0.979
H -2.099 3.621 1.529
H -0.361 2.995 -0.073
H 5.159 -0.109 -4.566
H -2.339 -0.100 4.600
H -1.153 -2.284 4.637
H 0.512 -2.789 2.869
H 4.560 -1.714 -2.777